Record 1
The following is a quantum chemistry calculation of C28H19ClN4O3 in the gas phase, from the OMol25 dataset.

Last column: Löwdin charge in e.
Cartesian coordinates (Å):
C  -1.19074  -0.96661  -0.42044  -0.008
C  -2.16059  0.11940  -0.07174  -0.110
C  -3.56771  -0.09601  -0.02212  -0.177
C  -4.16421  -1.43385  -0.20475  -0.168
C  -5.24955  -1.58346  -1.06350  -0.022
C  -5.84030  -2.82167  -1.23232  -0.069
C  -5.36981  -3.92501  -0.54013  -0.107
C  -4.30482  -3.76588  0.33162  -0.662
Cl  -3.71982  -5.12995  1.22212  0.671
C  -3.69752  -2.53467  0.50657  -0.065
N  -4.43127  0.86945  0.16786  0.182
C  -4.00657  2.12325  0.39056  -0.207
C  -4.96317  3.13672  0.60832  -0.009
C  -4.55972  4.41712  0.86346  -0.076
C  -3.19353  4.73880  0.91529  -0.071
C  -2.24212  3.77965  0.70305  -0.013
C  -2.62440  2.45257  0.42579  -0.084
C  -1.71429  1.40204  0.16225  -0.015
C  -0.24844  1.68885  0.14198  -0.452
O  0.53685  1.36931  0.99498  0.173
O  0.09520  2.35017  -0.97204  0.049
C  1.47830  2.64436  -1.11312  -0.054
C  2.33533  1.42063  -0.90592  -0.249
O  1.88246  0.31777  -1.46663  0.105
C  3.51536  1.47153  -0.21817  -0.111
C  3.99470  2.65416  0.36802  -0.210
N  4.43879  3.59525  0.85386  0.169
C  4.30244  0.26957  -0.06154  -0.246
N  3.95414  -0.88847  -0.58063  0.148
C  4.93234  -1.77677  -0.21646  -0.205
C  5.06909  -3.13243  -0.49088  -0.012
C  6.17927  -3.77406  0.01632  -0.095
C  7.13586  -3.09922  0.77755  -0.095
C  7.01796  -1.75288  1.06130  -0.021
C  5.90639  -1.10090  0.55593  -0.182
N  5.47393  0.20024  0.63208  0.185
H  -1.68815  -1.79207  -0.92257  0.085
H  -0.70853  -1.34408  0.48138  0.103
H  -0.40725  -0.57902  -1.06944  0.076
H  -5.61734  -0.71857  -1.59246  0.113
H  -6.67677  -2.93369  -1.90542  0.106
H  -5.82577  -4.89428  -0.66600  0.103
H  -2.88790  -2.43059  1.21113  0.116
H  -6.00569  2.86260  0.57431  0.112
H  -5.29029  5.19404  1.03378  0.103
H  -2.89790  5.75563  1.12716  0.105
H  -1.19203  4.02880  0.74966  0.116
H  1.77401  3.42757  -0.40612  0.138
H  1.58438  3.00995  -2.13868  0.155
H  2.53261  -0.43231  -1.26153  0.095
H  4.32940  -3.65216  -1.07819  0.111
H  6.31690  -4.82725  -0.17747  0.100
H  7.98796  -3.64528  1.15307  0.101
H  7.75671  -1.23099  1.65014  0.109
H  5.91580  0.96272  1.11870  0.164

For the orbital gap, the calculation gives 8.32 eV. Its total charge is 0. As for the SMILES: Cc1c(-c2cccc(Cl)c2)nc2ccccc2c1C(=O)OC/C(O)=C(\C#N)c1nc2ccccc2[nH]1.

---

Record 2
The following is a quantum chemistry calculation of C26H32N4OS in the gas phase, from the OMol25 dataset.

Last column: Löwdin charge in e.
Cartesian coordinates (Å):
C  -4.60140  -1.25919  1.15488  -0.387
S  -4.12193  -2.20465  -0.31767  0.890
C  -2.42783  -2.61684  -0.03440  -0.561
C  -1.72304  -2.26550  1.10976  -0.108
C  -0.38842  -2.60635  1.22250  -0.039
C  0.26805  -3.30660  0.21900  -0.218
C  1.73904  -3.59499  0.36422  -0.147
N  2.47330  -2.35081  0.16754  -0.167
C  2.73413  -2.06850  -1.22885  -0.181
C  3.09317  -0.59593  -1.41281  -0.099
C  4.14040  -0.08866  -0.40138  -0.241
N  4.04304  1.34672  -0.27021  -0.088
N  5.09321  2.12082  -0.55921  0.069
C  4.71165  3.36058  -0.33037  -0.154
C  3.38827  3.41326  0.12366  -0.003
C  2.98795  2.09280  0.15437  -0.231
N  1.77214  1.51879  0.50445  0.158
C  0.59015  2.18422  0.67266  -0.462
O  0.48379  3.38807  0.65937  0.087
C  -0.57768  1.22602  0.82721  -0.089
C  -1.02342  0.72232  -0.55190  -0.160
C  -1.65104  1.83541  -1.40023  -0.136
C  -2.96639  2.26759  -0.81683  -0.236
C  -4.11619  1.52573  -1.05868  -0.061
C  -5.32276  1.89177  -0.48929  -0.098
C  -5.39293  3.00248  0.33469  -0.097
C  -4.25192  3.74692  0.58139  -0.080
C  -3.04559  3.38240  0.00839  -0.042
C  4.05608  -0.73993  0.99140  -0.109
C  3.70626  -2.22218  0.91425  -0.189
C  -0.45005  -3.66671  -0.91449  -0.042
C  -1.78167  -3.32662  -1.04332  -0.111
H  -5.64378  -0.99735  1.00355  0.031
H  -4.00732  -0.35245  1.22757  0.027
H  -4.50312  -1.87713  2.04268  0.038
H  -2.19883  -1.72447  1.91218  0.096
H  0.15636  -2.32454  2.11216  0.118
H  2.05548  -4.37835  -0.34168  0.127
H  1.93509  -3.95351  1.37780  0.123
H  3.55192  -2.70594  -1.61335  0.128
H  1.83284  -2.28673  -1.80583  0.118
H  3.47918  -0.44240  -2.42205  0.124
H  2.18089  -0.00641  -1.33371  0.092
H  5.14036  -0.27182  -0.80802  0.150
H  5.39047  4.17313  -0.49472  0.096
H  2.80265  4.26740  0.38617  0.090
H  1.74331  0.50939  0.54144  0.113
H  -0.28965  0.37700  1.45008  0.105
H  -1.40333  1.75570  1.30358  0.118
H  -1.75325  -0.07765  -0.41982  0.088
H  -0.16857  0.29526  -1.08291  0.107
H  -1.80534  1.45681  -2.41313  0.120
H  -0.96824  2.68481  -1.44782  0.115
H  -4.06629  0.65606  -1.69914  0.101
H  -6.21075  1.30993  -0.69157  0.102
H  -6.33480  3.28854  0.77999  0.099
H  -4.30158  4.61572  1.22164  0.102
H  -2.15563  3.96426  0.20073  0.109
H  3.29683  -0.24167  1.59532  0.108
H  5.01285  -0.60618  1.49873  0.122
H  4.53372  -2.78450  0.44580  0.128
H  3.56247  -2.60904  1.92551  0.121
H  0.03418  -4.22334  -1.70430  0.113
H  -2.33650  -3.60298  -1.92694  0.102

For the orbital gap, the calculation gives 8.84 eV. Its total charge is 0. The value obtained for the energy above the lowest of the compared OMol25 structures with the same formula, charge and spin is 0.150 eV. As for the SMILES: CSc1ccc(CN2CCC(n3nccc3NC(=O)CCCc3ccccc3)CC2)cc1.

---

Record 3
The following is a quantum chemistry calculation of a molecular structure, C22H45BrGaIN4P in a non-equilibrium geometry, from the OMol25 dataset.

Last column: Löwdin charge in e.
Cartesian coordinates (Å):
C  -4.39187  -3.42370  4.32935  -0.201
C  -4.50916  -1.78934  4.25328  -0.760
Br  -6.16411  -1.18849  5.26316  0.464
C  -4.68772  -1.40203  2.63605  -0.329
Ga  -2.83865  -1.06043  1.72800  0.199
C  -3.16817  -1.04857  -0.31229  -0.286
C  -2.69415  -2.40193  -1.10644  -0.372
N  -3.20912  -3.70140  -0.52926  -0.064
C  -2.24700  0.84696  2.37968  -0.300
C  -2.75846  2.05932  1.40152  -0.406
C  -1.56113  2.67132  0.41596  -0.643
I  -2.54153  3.28986  -1.45257  0.583
P  -1.20857  -2.63570  2.34762  0.664
C  0.41465  -1.98814  1.49675  -0.413
C  -0.85299  -2.58230  4.22930  -0.426
H  -5.48549  -3.89603  4.37059  0.077
H  -3.92302  -3.78509  3.29350  0.067
H  -3.68869  -3.81819  5.18011  0.070
H  -3.56136  -1.20489  4.61619  0.071
H  -5.29714  -2.26241  2.11113  0.060
H  -5.28063  -0.39393  2.57524  0.044
H  -4.29244  -0.74826  -0.57645  0.065
H  -2.50734  -0.15752  -0.75283  0.039
H  -1.51782  -2.38212  -1.27434  0.089
H  -3.15595  -2.32103  -2.20437  0.101
H  -3.15412  -3.73945  0.51202  0.001
H  -4.16591  -3.94952  -0.86547  0.055
H  -1.06416  0.90524  2.49574  0.045
H  -2.76109  1.03301  3.44087  0.056
H  -3.73488  1.79576  0.78017  0.067
H  -3.07672  2.96083  2.11080  0.094
H  -0.77183  1.81095  0.24266  0.063
H  -1.03713  3.57533  0.95799  0.057
H  1.37703  -2.38776  2.02917  0.032
H  0.37001  -0.80726  1.60642  0.015
H  0.36025  -2.30159  0.34872  0.003
H  -0.14404  -1.67703  4.49427  0.037
H  -0.31239  -3.60229  4.52927  0.034
H  -1.81298  -2.52494  4.90767  0.007
C  0.64671  -3.81756  -4.24356  -0.117
C  1.38749  -2.52779  -3.90490  -0.275
C  2.64227  -2.76592  -3.06268  -0.211
C  2.25983  -3.42060  -1.74526  -0.153
N  1.94249  -3.96378  -0.65245  0.123
H  0.28283  -4.32304  -3.34347  0.072
H  -0.22516  -3.60196  -4.86924  0.071
H  1.29594  -4.51101  -4.79022  0.073
H  0.70371  -1.85567  -3.37208  0.110
H  1.67141  -2.02603  -4.83655  0.107
H  3.14396  -1.81414  -2.85867  0.097
H  3.34659  -3.41351  -3.59599  0.101
C  -1.33299  7.73099  -0.67586  -0.115
C  -0.02740  8.49801  -0.86038  -0.283
C  0.93649  7.80796  -1.82746  -0.200
C  1.29872  6.43070  -1.29602  -0.165
N  1.59907  5.28816  -0.85512  0.113
H  -1.16274  6.74272  -0.23720  0.061
H  -2.00103  8.27480  -0.00048  0.073
H  -1.84939  7.59919  -1.63356  0.078
H  0.45241  8.62177  0.11823  0.111
H  -0.25499  9.50147  -1.23670  0.105
H  1.84952  8.40276  -1.93611  0.108
H  0.47942  7.70363  -2.81744  0.114
C  5.95744  -0.81633  -0.36393  -0.107
C  7.39413  -0.92398  -0.86521  -0.279
C  7.55061  -0.48349  -2.32191  -0.197
C  6.69708  -1.36472  -3.21936  -0.153
N  5.98892  -2.09574  -3.96374  0.111
H  5.28357  -1.47213  -0.92421  0.062
H  5.89869  -1.11344  0.68792  0.078
H  5.58811  0.21205  -0.44918  0.082
H  7.73243  -1.96122  -0.75170  0.112
H  8.03863  -0.30392  -0.23237  0.107
H  8.59855  -0.56610  -2.62884  0.110
H  7.24250  0.56061  -2.44350  0.116

For the orbital gap, the calculation gives 5.67 eV. Its total charge is -1.